Density functional theory data (ωB97M-V/def2-TZVPD) for a 5-piece molecular cluster, C20H46BrN4O12S4 overall at a distorted geometry.

```
87
Properties=species:S:1:pos:R:3:forces:R:3:mulliken_charge:R:1
C 3.910875 -3.348818 -2.176431 -2.30 3.05 2.37 -0.67
C 3.152769 -2.384326 -1.323784 1.58 -2.37 -2.90 0.05
C 2.577937 -1.007450 -2.015095 1.92 0.42 2.72 -0.42
N 1.055159 -0.989778 -2.179479 -0.53 1.52 -3.68 0.42
N 0.096728 -1.531082 -1.306425 -3.81 2.76 -4.47 -0.19
C -1.247906 -1.162058 -1.968876 1.90 0.69 -1.56 0.29
C -2.751379 -1.511222 -1.329166 0.35 1.92 -1.47 -0.22
Br -2.554928 -2.300592 0.496208 0.02 0.44 -1.24 -0.15
C -3.732096 -2.324069 -2.352620 -0.12 -0.42 -0.57 -0.17
C -3.577251 -3.952080 -2.351676 -0.89 -0.42 -1.04 -0.95
N -1.102047 -0.384382 -3.278082 5.18 -3.52 5.87 -0.44
C 0.431243 -0.293402 -3.375694 -4.24 -2.18 3.38 0.16
N 0.999196 0.387978 -4.424604 1.45 0.63 0.83 -0.32
H 4.026135 -4.462523 -1.835871 0.30 2.55 -0.57 0.25
H 4.382670 -2.937806 -3.178685 -1.41 -1.26 2.02 0.22
H 2.982428 -2.572650 -0.165066 0.08 0.29 -2.72 0.14
H 2.814710 -0.131225 -1.239781 -0.52 -1.73 -1.72 0.21
H 3.150551 -0.723392 -2.996054 -1.69 -0.81 1.63 0.37
H 0.259645 -2.039567 -0.408038 0.06 0.73 -1.19 0.27
H -3.252217 -0.438510 -1.171374 1.31 -2.38 -0.26 0.40
H -4.850076 -2.006521 -2.123588 2.51 -0.64 -0.29 0.17
H -3.503273 -1.966947 -3.468622 -0.41 -0.49 2.59 0.31
H -3.423560 -4.446732 -1.302995 -0.07 1.14 -2.03 0.27
H -2.772130 -4.309721 -3.158088 -1.55 0.81 2.10 0.25
H -4.611798 -4.385415 -2.761851 2.26 0.98 0.91 0.30
H 1.564267 1.260951 -4.216208 -0.87 -1.77 -0.32 0.27
H 0.966347 0.095677 -5.427883 -0.36 0.16 1.70 0.24
O -6.650739 -0.611861 -2.731897 -0.65 -0.05 -0.30 -0.55
S -7.966134 -0.072299 -2.993473 -0.80 0.51 -0.53 1.09
O -9.137055 -0.917331 -3.085654 1.34 0.40 0.11 -0.60
O -7.895848 0.873430 -4.323158 -0.07 -0.16 1.62 -0.28
C -7.419559 0.306370 -5.535498 0.20 -0.62 -1.08 -0.22
C -8.442637 -0.627911 -6.154041 -0.17 -0.34 0.05 -1.00
C -8.303784 1.206145 -1.812743 0.08 0.18 -0.06 -0.97
H -6.463734 -0.202961 -5.373513 -0.09 0.05 0.15 0.23
H -7.230418 1.135350 -6.225810 -0.06 0.08 0.42 0.28
H -8.613657 -1.503093 -5.520877 0.04 0.11 -0.10 0.30
H -8.103908 -0.986394 -7.131668 0.00 0.16 0.12 0.38
H -9.405352 -0.122022 -6.273061 0.17 -0.02 -0.04 0.27
H -7.443220 1.875771 -1.753112 -0.14 -0.12 -0.08 0.31
H -8.474314 0.727729 -0.844781 0.04 -0.08 -0.24 0.37
H -9.200778 1.747013 -2.120647 0.15 -0.14 -0.02 0.36
O 3.633908 -2.555824 2.148777 0.28 0.37 0.46 -0.67
S 3.494661 -1.913847 3.436522 -0.22 -0.21 1.19 1.23
O 4.400888 -0.875696 3.877688 -0.49 -0.83 -0.78 -0.60
O 3.409340 -3.062452 4.594465 -0.75 1.27 -1.04 -0.28
C 4.470404 -4.001236 4.699359 1.14 -0.72 0.18 -0.31
C 5.714034 -3.372611 5.299675 0.27 0.26 -0.06 -0.97
C 1.839124 -1.299344 3.591883 0.01 -0.19 0.12 -1.00
H 4.684460 -4.451638 3.724383 -0.12 0.14 0.01 0.30
H 4.124350 -4.805546 5.357269 -0.29 0.29 -0.17 0.27
H 6.126910 -2.603826 4.640439 -0.04 -0.13 0.08 0.29
H 6.493145 -4.124849 5.461311 -0.21 0.03 0.00 0.39
H 5.480714 -2.889488 6.253123 0.01 -0.15 -0.09 0.26
H 1.136928 -2.081274 3.295185 0.14 0.07 0.11 0.38
H 1.741507 -0.436277 2.928182 0.16 -0.12 0.09 0.36
H 1.669341 -0.991586 4.625518 0.01 -0.07 -0.19 0.33
O -0.031107 0.431416 5.491579 -0.32 0.71 0.29 -0.59
S -0.033905 1.840533 5.814371 -0.22 0.87 0.11 1.16
O -0.545856 2.337768 7.073059 0.33 -0.84 -1.11 -0.59
O -0.748369 2.661430 4.596556 1.29 -0.40 0.67 -0.27
C -2.072810 2.307422 4.224118 -1.20 -0.20 -0.08 -0.30
C -3.086211 2.782887 5.248382 -0.13 -0.06 0.35 -1.02
C 1.605788 2.478779 5.598495 0.02 0.07 -0.19 -0.96
H -2.151451 1.227601 4.059611 0.15 0.05 0.09 0.32
H -2.278722 2.795595 3.265577 0.40 -0.01 0.13 0.27
H -2.952133 2.270909 6.205456 -0.03 0.05 -0.15 0.31
H -4.108112 2.587007 4.907279 0.18 0.05 -0.07 0.38
H -2.971642 3.854555 5.436297 -0.04 -0.13 -0.11 0.27
H 1.998114 2.141897 4.636666 -0.10 0.05 0.14 0.29
H 2.223417 2.089907 6.412267 -0.23 -0.02 -0.08 0.38
H 1.572713 3.568903 5.648278 -0.07 -0.18 0.00 0.35
O 3.516373 3.475322 -2.312808 0.65 -0.53 0.00 -0.65
S 4.959399 3.526671 -2.382465 0.92 0.49 0.48 1.29
O 5.745366 2.401875 -2.841510 -1.04 0.52 0.33 -0.61
O 5.542154 4.019259 -0.938457 -0.37 0.24 -1.59 -0.27
C 5.198205 3.275708 0.222149 -0.13 -0.81 0.92 -0.29
C 5.943349 1.955250 0.279758 0.02 -0.33 -0.12 -0.90
C 5.434973 4.949903 -3.326282 0.01 0.15 0.13 -1.00
H 4.115109 3.122891 0.275167 0.06 0.09 -0.15 0.29
H 5.481110 3.882877 1.088649 -0.02 0.17 -0.40 0.27
H 5.641317 1.294023 -0.537337 0.04 0.07 0.10 0.21
H 5.741760 1.433410 1.221058 0.03 0.17 -0.06 0.36
H 7.021319 2.115665 0.184064 -0.15 0.01 0.08 0.29
H 4.876303 5.818594 -2.971615 0.09 -0.18 0.00 0.33
H 5.192636 4.750267 -4.373340 -0.01 -0.11 0.22 0.37
H 6.510342 5.104894 -3.219039 -0.17 -0.09 0.04 0.33
```
Forces are in eV/Å.

Total charge   +1
Lowest unoccupied orbital energy   -0.1271 Ha
Molar mass   742.8 g/mol